C8H14N2O4PdS | wB97M-V/def2-TZVPD

Geometry (Å):
1 Pd -0.539 -0.027 1.051
2 N -0.686 1.222 2.714
3 C -1.115 0.387 3.873
4 C -1.794 -0.913 3.428
5 O -2.535 -1.523 4.185
6 N -1.423 -1.284 2.201
7 C -2.018 -2.416 1.518
8 C -1.566 -2.430 0.056
9 O -1.887 -3.320 -0.693
10 O -0.785 -1.431 -0.321
11 H 0.151 1.747 2.937
12 H -1.408 1.896 2.483
13 H -1.786 0.935 4.532
14 H -0.228 0.113 4.443
15 H -3.110 -2.368 1.544
16 H -1.731 -3.365 1.976
17 O 0.394 1.300 -0.301
18 S 0.121 0.918 -1.765
19 C 1.061 2.185 -2.667
20 C 2.090 1.465 -3.532
21 C 2.562 0.276 -2.700
22 C 1.292 -0.396 -2.201
23 H 1.534 2.761 -1.870
24 H 0.373 2.825 -3.214
25 H 2.900 2.140 -3.809
26 H 1.627 1.111 -4.456
27 H 3.163 0.619 -1.856
28 H 3.169 -0.420 -3.280
29 H 1.381 -1.020 -1.314
30 H 0.792 -0.990 -2.967

Values from the calculation:
Highest occupied orbital energy   -8.31 eV
Orbital gap   8.54 eV
Lowest unoccupied orbital energy   0.22 eV